Entry 1:
Below is a cluster of 2 separate species, C2H5O2P in total in a non-equilibrium geometry, with properties calculated with ωB97M-V/def2-TZVPD.

Computed properties:
* spin multiplicity: 1
* LUMO energy: -0.31 eV
* HOMO level: -8.99 eV
* gap between HOMO and LUMO: 8.671 eV
* SMILES string: CP=O.C=O
* energy above the lowest of the compared OMol25 structures with the same formula, charge and spin: 1.602 eV

Atoms and positions in Å:
C (1.98922, 0.75692, -0.34206)
P (0.49470, -0.19050, -0.87205)
O (0.11381, -1.18585, 0.12332)
H (1.85705, 1.04067, 0.73392)
H (1.88817, 1.66513, -0.88550)
H (2.87653, 0.14881, -0.60537)
C (-2.33346, -0.55220, 0.51548)
O (-1.82272, 0.49457, 0.20861)
H (-2.65472, -1.14612, -0.40221)
H (-2.40860, -1.03144, 1.52585)

Atomic forces in eV per Å
-0.9623 -0.7888 1.3322
0.4600 0.6579 -1.4331
0.5657 -1.1521 1.0143
0.6007 -0.6218 -0.6932
0.4787 0.8059 -0.8047
-0.2395 0.5887 0.3626
0.0166 -0.6692 -2.1974
-0.6952 0.6196 1.5195
-0.2464 -0.1505 1.3307
0.0218 0.7104 -0.4310


Entry 2:
Below is a cluster of 2 separate species, C2H5O2S in total in a non-equilibrium geometry, with properties calculated with ωB97M-V/def2-TZVPD.

Computed properties:
* charge: -1
* spin multiplicity: 1
* LUMO energy: 3.42 eV
* HOMO level: -2.79 eV
* gap between HOMO and LUMO: 6.207 eV
* energy above the lowest of the compared OMol25 structures with the same formula, charge and spin: 0.711 eV

Atoms and positions in Å:
O (-0.77749, 1.89567, -0.57471)
C (0.22099, 1.26295, -0.32685)
O (1.29115, 1.32971, -1.17708)
C (0.49273, 0.51818, 0.93488)
H (1.22659, 2.17569, -1.62967)
H (1.50621, 0.12543, 0.98545)
H (-0.21432, -0.37171, 0.91881)
H (0.26498, 1.09513, 1.83084)
S (-0.62036, -2.30533, 0.47097)
H (-1.32718, -3.35487, 0.94735)

Atomic forces in eV per Å
0.0279 -0.1334 0.0013
0.1406 1.1488 0.7412
0.5415 -0.2404 0.2977
-0.5033 -0.9329 -0.4692
-0.3919 -0.0778 -0.4416
-0.0641 0.0732 -0.0941
0.6088 0.7819 0.3679
-0.1301 0.2337 -0.2667
-0.2972 -1.0066 -0.0193
0.0679 0.1535 -0.1174


Entry 3:
Below is a cluster of 2 separate species, C2H5O3 in total in a non-equilibrium geometry, with properties calculated with ωB97M-V/def2-TZVPD.

Computed properties:
* charge: -1
* spin multiplicity: 1
* LUMO energy: 3.55 eV
* HOMO level: -3.70 eV
* gap between HOMO and LUMO: 7.246 eV
* energy above the lowest of the compared OMol25 structures with the same formula, charge and spin: 1.378 eV

Atoms and positions in Å:
C (-2.28048, -0.49851, 0.74533)
O (-1.76504, -0.98967, 1.97664)
H (-3.34401, -0.28226, 0.82472)
H (-1.73683, 0.37937, 0.39536)
H (-2.16201, -1.29690, 0.00565)
O (3.97233, 0.46887, -0.74045)
C (3.03208, 0.83259, -1.45856)
O (1.80837, 0.57470, -1.45315)
H (3.29492, 1.60299, -2.28154)
H (-0.81934, -0.79118, 1.98601)

Atomic forces in eV per Å
0.4159 -0.6277 -0.4207
0.0579 0.3979 0.3182
0.0078 0.0833 0.3149
-0.1031 0.0489 0.0088
-0.0791 0.2290 -0.2529
0.0917 -0.3243 0.2402
-0.3789 1.0805 -0.8248
0.0531 -0.3854 0.3362
0.1679 -0.3803 0.3022
-0.2331 -0.1216 -0.0221


Entry 4:
Below is a structure of composition C2H5O3Rb in a non-equilibrium geometry, with properties calculated with ωB97M-V/def2-TZVPD.

Computed properties:
* charge: +1
* <S²>: 0.754
* spin multiplicity: 2
* LUMO energy (alpha / beta): -3.73 / -4.83 eV
* HOMO level (alpha / beta): -13.02 / -13.02 eV
* gap between HOMO and LUMO (alpha / beta): 9.290 / 8.191 eV
* energy above the lowest of the compared OMol25 structures with the same formula, charge and spin: 2.588 eV

Atoms and positions in Å:
H (-1.91328, 2.29024, 5.73872)
O (-0.65367, 2.72614, 4.22599)
O (0.19158, 1.71875, 4.59936)
C (-1.77008, 2.77940, 4.77031)
H (-2.40749, 3.60268, 4.43982)
Rb (2.45357, 0.23906, 2.23784)
O (-0.06973, -0.18896, -0.11620)
C (-1.38248, 0.00239, -0.35218)
H (-1.62037, 0.03223, -1.42836)
H (-1.87859, -0.91950, 0.04748)
H (-1.83230, 0.84997, 0.23298)

Atomic forces in eV per Å
-0.1933 -0.5545 -0.6117
-0.4536 -0.6436 -0.7508
0.2696 0.0768 0.0468
0.4967 1.3472 1.2241
0.0858 -0.3780 -0.1493
-0.3757 0.1268 0.0764
0.5864 0.0277 0.3017
-0.8459 0.2712 0.2801
-0.0220 0.0598 0.2689
0.1110 0.2175 -0.1670
0.3410 -0.5509 -0.5192


Entry 5:
Below is the ion C2H5O3S with charge -1 in a non-equilibrium geometry, with properties calculated with ωB97M-V/def2-TZVPD.

Computed properties:
* charge: -1
* spin multiplicity: 1
* LUMO energy: 4.09 eV
* HOMO level: -3.64 eV
* gap between HOMO and LUMO: 7.729 eV
* SMILES string: C=[S@@](=O)([O-])OC
* energy above the lowest of the compared OMol25 structures with the same formula, charge and spin: 3.781 eV

Atoms and positions in Å:
C (2.30304, 0.58831, 0.38655)
S (0.64531, 0.76606, 0.38867)
O (-0.29927, 0.33523, 1.85782)
O (0.21309, 2.10143, 0.01545)
O (-0.11298, -0.29731, -0.71080)
C (-1.51109, -0.39068, -0.56233)
H (2.51593, -0.30178, 0.86203)
H (2.87952, 1.39826, 0.91598)
H (-1.85470, -1.38174, -0.95556)
H (-2.14117, 0.40739, -1.09737)
H (-1.89282, -0.58075, 0.40406)

Atomic forces in eV per Å
-0.4446 1.3062 -0.5501
-4.5772 -0.0657 5.4234
3.6068 0.9151 -4.8455
0.4446 -0.1384 -0.4398
1.1856 0.5816 0.6667
-1.7638 -0.7950 -1.8339
0.4811 -2.1952 0.7900
-1.2860 -0.3529 -0.9231
0.7462 0.6172 -0.7671
1.2885 -0.8196 0.8054
0.3188 0.9466 1.6741


Entry 6:
Below is a structure of composition C2H5O3S3 in a non-equilibrium geometry, with properties calculated with ωB97M-V/def2-TZVPD.

Computed properties:
* charge: -1
* spin multiplicity: 1
* LUMO energy: 3.23 eV
* HOMO level: -4.85 eV
* gap between HOMO and LUMO: 8.084 eV
* energy above the lowest of the compared OMol25 structures with the same formula, charge and spin: 0.874 eV

Atoms and positions in Å:
C (-1.26263, -0.42514, 0.59589)
C (-0.25567, 0.11071, -0.33983)
O (1.88340, 1.48382, -0.08631)
O (2.21830, -0.89796, -0.08499)
O (1.25495, 0.29468, 1.89410)
S (0.09920, -1.04280, -2.03208)
S (-0.35937, 1.82739, -0.77637)
S (1.44829, 0.21498, 0.42610)
H (-1.29990, 0.16272, 1.41667)
H (-1.03232, -1.54621, 0.91400)
H (-2.35653, -0.49778, 0.43132)
H (1.33692, -1.47550, -1.35912)
H (-1.67463, 1.79109, -0.99939)

Atomic forces in eV per Å
-1.1449 -4.6589 -0.5588
1.5767 -1.0423 -2.3351
1.2549 0.8542 -0.7077
0.6711 -1.0881 0.5007
0.0007 -0.9555 -1.5954
0.5621 0.5004 2.6188
-1.2211 0.8627 -0.3402
-0.6137 0.6110 2.6030
0.6790 1.7847 3.0298
-0.0114 2.3727 -0.5457
0.5276 0.2590 -1.4584
-1.7097 0.5927 -1.0242
-0.5713 -0.0926 -0.1868


Entry 7:
Below is the molecule C2H5O4PS2 in a non-equilibrium geometry, with properties calculated with ωB97M-V/def2-TZVPD.

Computed properties:
* spin multiplicity: 1
* LUMO energy: -0.69 eV
* HOMO level: -9.85 eV
* gap between HOMO and LUMO: 9.160 eV

Atoms and positions in Å:
C (-1.76123, 0.13520, 1.05085)
C (-1.25632, -0.15882, -0.35962)
O (3.25533, 1.85234, -0.97848)
O (1.57103, 0.69019, 0.46840)
O (1.70631, -0.27258, -1.64601)
O (-0.21875, -1.10338, -0.09731)
P (1.31993, -1.03087, -0.34793)
S (2.37001, -2.48920, 0.37875)
S (1.91560, 1.45501, -0.85452)
H (-0.89614, 0.66130, 1.53993)
H (-2.67261, 0.88097, 1.16712)
H (-2.22832, -0.82656, 1.38277)
H (-0.98732, 0.85007, -0.73394)
H (-2.11755, -0.64368, -0.97000)

Atomic forces in eV per Å
-2.1201 1.2417 0.2491
-2.6028 0.8807 0.3326
1.5979 0.0548 0.1531
0.3101 -1.0377 -0.5048
0.0170 0.4924 -0.2687
0.3014 -0.6051 -0.9473
1.2608 0.4455 1.7382
-1.1708 1.4295 -0.7710
-2.2058 -0.8959 -0.2390
-0.9678 -1.2645 0.3939
1.8306 -1.2207 -0.8919
1.2026 0.8168 0.7554
0.5880 -1.0540 -0.6552
1.9589 0.7165 0.6556


Entry 8:
Below is a structure of composition C2H5O4S2 in a non-equilibrium geometry, with properties calculated with ωB97M-V/def2-TZVPD.

Computed properties:
* charge: -1
* spin multiplicity: 1
* LUMO energy: 3.43 eV
* HOMO level: -4.34 eV
* gap between HOMO and LUMO: 7.772 eV
* energy above the lowest of the compared OMol25 structures with the same formula, charge and spin: 3.145 eV

Atoms and positions in Å:
C (0.23755, 0.41731, 0.69014)
C (0.53492, 0.79753, -0.72589)
O (-1.42598, 2.61116, -0.27593)
O (-0.74637, 2.16812, -2.55921)
O (0.68778, 3.44626, -1.03798)
O (-0.98908, -1.70270, -2.08406)
S (-0.97575, 0.00647, -2.36661)
S (-0.33012, 2.39718, -1.15798)
H (1.16383, 0.88226, 1.25196)
H (-0.54229, 0.97201, 1.02780)
H (0.01847, -0.63174, 0.66961)
H (1.29265, 0.22656, -1.28121)
H (-1.74829, -2.19011, -1.70148)

Atomic forces in eV per Å
3.9506 0.4543 -1.0784
-3.9837 -0.5681 -2.1531
-1.1619 -0.6259 1.2762
0.3150 0.5531 0.2264
-0.1453 -0.5357 -0.0342
0.3556 -1.1765 -0.0273
0.5773 -0.7443 2.0363
3.1528 1.1418 -1.7723
-1.4053 -1.7520 -0.4654
-2.5583 1.3510 0.9608
0.4573 -0.7457 0.8801
0.1496 1.2929 0.2806
0.2961 1.3552 -0.1296


Listing energy for the structures above in their given order: -15537.053 -17086.429 -8298.299 -8940.469 -19129.881 -40803.708 -41304.506 -32014.251 eV.
Listing M for the structures above in their given order: 92.03 93.13 77.06 162.53 109.13 173.26 188.17 157.19 g mol⁻¹.